1.
The following is a DFT calculation (the ωB97M-V functional and the def2-TZVPD basis) of H3O5P3 in the gas phase.

Summary:
* net charge: 0
* energy relative to the best compared isomer or geometry (same formula, charge and spin): 132.8 kcal/mol
* E: -1401.80156 hartree
* Kohn-Sham gap (spin up / spin down): 7.32 / 7.32 eV
* E_LUMO (spin up / spin down): -1.87 / -1.87 eV

Each line ends with the natural charge from an NBO analysis.
Geometry (Å):
O (2.15212, -0.56488, -1.63119)  -1.014
O (-0.56409, -2.49884, 0.73355)  -0.980
O (2.24136, 1.46683, 1.11497)  -0.515
O (1.08105, 1.18159, 0.11355)  -0.131
O (-0.09462, 1.26087, 0.64441)  -0.477
P (1.76057, -0.62893, -0.23588)  1.416
P (-2.57342, -0.33105, -0.04964)  0.097
P (-0.62646, -1.30374, -0.08821)  1.159
H (1.94191, 2.40288, 1.18893)  0.478
H (-3.01862, -1.36893, -0.64766)  -0.034
H (-2.29980, 0.38419, -1.14282)  0.003



2.
The following is a DFT calculation (the ωB97M-V functional and the def2-TZVPD basis) of 2 unconnected molecules or ions with the total composition H3OPS.

Summary:
* net charge: 0
* energy relative to the best compared isomer or geometry (same formula, charge and spin): 72.8 kcal/mol
* E: -816.46640 hartree
* Kohn-Sham gap (spin up / spin down): 9.66 / 4.95 eV
* E_LUMO (spin up / spin down): -0.10 / -2.47 eV

Each line ends with the natural charge from an NBO analysis.
Geometry (Å):
O (1.75300, 0.39591, -0.69294)  -1.002
P (1.29358, -0.08074, 0.76082)  0.580
S (-2.54801, 0.31248, 0.47771)  -0.098
H (2.45430, 1.13646, -0.84450)  0.512
H (0.34692, -0.97306, 0.10097)  -0.091
H (-3.29979, -0.79105, 0.19795)  0.099



3.
The following is a DFT calculation (the ωB97M-V functional and the def2-TZVPD basis) of 2 unconnected molecules or ions with the total composition H3OPS.

Summary:
* net charge: 0
* energy relative to the best compared isomer or geometry (same formula, charge and spin): 24.3 kcal/mol
* E: -816.54354 hartree
* Kohn-Sham gap: 7.45 eV
* E_LUMO: -1.42 eV

Each line ends with the natural charge from an NBO analysis.
Geometry (Å):
P (-1.98825, 0.84118, -0.37474)  0.442
S (-0.54405, 1.69434, -1.33985)  -0.354
H (-1.80443, 1.39144, 0.92409)  -0.088
O (1.07445, -1.37808, 0.31640)  -0.945
H (1.74088, -2.01519, 0.04515)  0.473
H (1.52140, -0.53371, 0.42895)  0.473



4.
The following is a DFT calculation (the ωB97M-V functional and the def2-TZVPD basis) of H3OPS2 in the gas phase.

Summary:
* net charge: 0
* energy relative to the best compared isomer or geometry (same formula, charge and spin): 15.1 kcal/mol
* E: -1214.78803 hartree
* Kohn-Sham gap: 9.34 eV
* E_LUMO: 0.08 eV

Each line ends with the natural charge from an NBO analysis.
Geometry (Å):
O (-1.29270, -0.75422, 0.75386)  -0.961
P (0.05936, -0.45189, -0.06508)  1.243
S (1.83343, -1.14926, 0.25527)  -0.529
S (0.07296, 1.61209, 0.00224)  -0.357
H (-1.86383, 0.01512, 0.56203)  0.500
H (-0.28136, -0.70731, -1.29256)  -0.110
H (1.47215, 1.43547, -0.21576)  0.215



5.
The following is a DFT calculation (the ωB97M-V functional and the def2-TZVPD basis) of H3PS2 in the gas phase.

Summary:
* net charge: 0
* energy relative to the best compared isomer or geometry (same formula, charge and spin): 20.7 kcal/mol
* E: -1139.49278 hartree
* Kohn-Sham gap: 8.97 eV
* E_LUMO: -0.36 eV

Each line ends with the natural charge from an NBO analysis.
Geometry (Å):
S (-2.03856, -0.27201, -0.20197)  -0.452
P (-0.23035, -0.69188, 0.09380)  0.718
S (1.30811, 1.18140, -0.14936)  -0.403
H (0.04876, -1.03595, 1.38854)  -0.002
H (0.58886, -1.20137, -0.87922)  0.003
H (0.32318, 2.01981, -0.25179)  0.137



6.
The following is a DFT calculation (the ωB97M-V functional and the def2-TZVPD basis) of 2 unconnected molecules or ions with the total composition H3PS2.

Summary:
* net charge: 0
* energy relative to the best compared isomer or geometry (same formula, charge and spin): 30.6 kcal/mol
* E: -1139.47700 hartree
* Kohn-Sham gap: 7.44 eV
* E_LUMO: -1.48 eV

Each line ends with the natural charge from an NBO analysis.
Geometry (Å):
P (-2.69136, -1.62713, -0.32777)  0.403
S (-4.15657, -0.37693, -0.45168)  -0.334
H (-2.17365, -1.50091, -1.70007)  -0.076
S (1.14969, -0.52350, 0.62381)  -0.275
H (0.64596, -1.66111, 1.20534)  0.150
H (1.29057, -1.37579, -0.34791)  0.132



7.
The following is a DFT calculation (the ωB97M-V functional and the def2-TZVPD basis) of a molecular structure, H41O20.

Summary:
* net charge: +1
* energy relative to the best compared isomer or geometry (same formula, charge and spin): 47.9 kcal/mol
* E: -1529.12990 hartree
* Kohn-Sham gap: 10.35 eV
* E_LUMO: -2.69 eV

Each line ends with the natural charge from an NBO analysis.
Geometry (Å):
O (-1.32821, 0.86246, 0.81883)  -0.986
H (-0.73272, 1.22737, 1.47516)  0.508
O (-1.21967, -0.67984, -1.39799)  -1.031
H (-1.46242, -0.03062, -0.70535)  0.519
H (-1.47620, -0.52236, -2.32058)  0.524
O (-1.02749, 1.48874, -3.58589)  -1.002
H (-1.33889, 1.94401, -4.37257)  0.498
H (-1.44062, 1.94304, -2.81406)  0.510
O (0.05970, 4.06849, -0.15333)  -0.994
H (0.82842, 3.46818, -0.19625)  0.499
H (-0.00780, 4.64118, -0.91854)  0.482
O (0.27966, -1.69413, 1.46270)  -0.978
H (3.27039, -1.00727, 2.75373)  0.511
H (-0.23691, -2.45527, 1.75137)  0.495
O (3.23580, -0.37051, 2.02864)  -0.962
H (3.76456, 1.09205, 1.66776)  0.530
H (2.55549, -0.76168, 1.46726)  0.507
O (4.00551, 2.07852, 1.54948)  -0.850
H (3.46769, 2.42172, 2.31785)  0.542
H (3.23602, 2.24742, 0.74202)  0.498
O (0.79461, -2.32819, -1.81033)  -1.020
H (1.27219, -3.16394, -1.83743)  0.516
H (0.01542, -2.21919, -1.24833)  0.501
O (1.07194, -0.00105, -0.22623)  -1.006
H (1.55845, -0.83194, -0.35306)  0.512
H (-0.39151, -1.07519, 1.15606)  0.476
O (1.44347, 0.62502, -3.06079)  -0.994
H (0.48580, 0.85464, -3.04503)  0.502
H (1.34801, -0.32582, -3.22137)  0.493
O (-3.89429, 0.29390, -0.15975)  -0.976
H (-4.16649, 0.55023, -1.03910)  0.491
H (-3.34459, -0.51267, -0.25172)  0.479
O (-3.13916, -2.50900, -0.75455)  -0.928
H (-3.85471, -3.14429, -0.74633)  0.518
H (-2.89860, -2.08438, -1.57215)  0.512
O (2.05535, 1.93999, 3.31000)  -0.994
H (1.35386, 2.52883, 3.60528)  0.494
H (1.69543, 1.04205, 3.32557)  0.519
O (-2.62914, 2.29707, -1.53838)  -0.992
H (-3.50400, 2.68023, -1.53755)  0.501
H (-2.13319, 2.34344, -0.71887)  0.514
O (3.64698, 1.88629, -2.33396)  -0.979
H (2.89341, 1.51445, -2.85558)  0.527
H (4.44456, 1.43773, -2.62076)  0.494
O (-2.03010, -3.75967, 0.49703)  -0.998
H (-2.90473, -4.01709, 0.80352)  0.443
H (-2.20484, -2.97141, -0.02828)  0.461
O (1.13605, -5.01813, -0.83252)  -0.974
H (1.39143, -5.87114, -0.47008)  0.493
H (0.86105, -4.37929, -0.17188)  0.484
O (2.30701, 2.27258, -0.19241)  -0.981
H (1.79568, 1.45179, 0.04320)  0.527
H (3.01344, 2.14021, -0.92246)  0.538
O (0.11963, 0.02591, 3.86793)  -0.968
H (-0.28406, -0.54785, 4.52512)  0.492
H (-0.53781, -0.06295, 3.16111)  0.482
O (-2.75188, -0.70489, 2.62104)  -0.956
H (-2.89985, -0.52890, 1.69301)  0.466
H (-3.62688, -0.80376, 3.00542)  0.492
H (-2.21116, 1.06601, 1.15069)  0.509
H (0.27091, -0.05113, -0.78634)  0.506



8.
The following is a DFT calculation (the ωB97M-V functional and the def2-TZVPD basis) of 20 unconnected molecules or ions with the total composition H41O20.

Summary:
* net charge: +1
* energy relative to the best compared isomer or geometry (same formula, charge and spin): 83.0 kcal/mol
* E: -1529.07398 hartree
* Kohn-Sham gap: 9.69 eV
* E_LUMO: -2.69 eV

Each line ends with the natural charge from an NBO analysis.
Geometry (Å):
O (1.42167, -1.83518, 0.60245)  -0.862
H (4.15385, -1.89532, -3.87383)  0.457
O (-4.87272, -1.34205, -2.58005)  -0.951
H (-4.30485, -0.58226, -2.28554)  0.485
H (-4.91164, -1.83902, -1.75217)  0.465
O (-4.58313, 2.53350, -0.16811)  -0.943
H (-4.07406, 3.22318, 0.22882)  0.465
H (-5.31449, 2.98890, -0.59867)  0.480
O (-2.34617, -3.26163, 0.72574)  -0.947
H (-2.73286, -3.58213, 1.54202)  0.471
H (2.67727, -3.75957, 0.31451)  0.504
O (-0.55656, 3.66222, -4.10628)  -0.931
H (-3.02558, 0.82912, 0.70578)  0.488
H (-1.94912, -2.43585, 1.02965)  0.476
O (-2.82713, -0.06802, 1.04042)  -0.957
H (-1.83136, -0.01905, -3.56253)  0.471
H (-3.29616, -0.08171, 1.88306)  0.472
O (-2.23239, 0.44360, -2.81424)  -0.953
H (-2.29218, 1.32791, -3.19846)  0.480
H (-0.69681, -2.54505, -3.65718)  0.475
O (3.58786, -0.49656, 0.00381)  -0.981
H (3.41903, 0.42295, -0.00959)  0.483
H (4.35028, -0.72668, -0.51703)  0.500
O (4.24737, 0.29993, 3.23803)  -0.955
H (4.46210, 0.16727, 2.30510)  0.497
H (0.38139, 3.51395, -4.30083)  0.467
O (-1.50117, 2.62120, -1.46858)  -0.951
H (-0.57262, 2.49002, -1.62336)  0.474
H (-1.75684, 3.50676, -1.72183)  0.478
O (2.41866, 2.79584, 1.20051)  -0.953
H (1.70309, 2.82504, 1.83001)  0.478
H (1.24051, -1.06977, 0.04945)  0.570
O (4.81825, 0.77291, -2.01084)  -0.949
H (4.36199, 1.53730, -1.64777)  0.470
H (5.54424, 1.12705, -2.51541)  0.481
O (-4.98568, -2.06721, 1.88394)  -0.925
H (-5.08020, -1.41556, 1.20671)  0.468
H (-5.33999, -1.51604, 2.59747)  0.458
O (3.56371, -1.14330, -3.99201)  -0.925
H (1.39514, -1.76417, 1.56608)  0.570
H (3.94909, -0.81346, -4.81568)  0.469
O (2.21279, -3.80480, -0.53944)  -0.856
H (3.12286, 3.28795, 1.60292)  0.476
H (1.51903, -2.81237, -0.00332)  0.537
O (-0.33207, 0.02949, 0.42116)  -0.980
H (-0.34811, 0.36454, -0.47893)  0.481
H (-0.85028, 0.63509, 0.95520)  0.505
O (-2.20122, 3.02756, 2.86396)  -0.952
H (-2.83932, 3.73358, 2.94025)  0.481
H (-1.44708, 3.27240, 2.34475)  0.472
O (-0.81993, -2.16775, -2.78272)  -0.969
H (2.86356, -3.62766, -1.23128)  0.522
H (-1.74622, -2.25104, -2.53015)  0.496
O (0.03946, -1.15356, 3.73559)  -0.976
H (0.83052, -1.02334, 4.28398)  0.496
H (-0.65931, -0.99535, 4.38140)  0.473
O (2.73433, -1.46356, 4.49561)  -0.991
H (3.32715, -0.70287, 4.31839)  0.499
H (3.33660, -2.16605, 4.75894)  0.476
H (-0.46320, 4.59641, -3.93464)  0.465
H (5.10862, 0.39226, 3.66475)  0.481



What is the formula in the second record?
H3OPS